Record 1
The following is a DFT calculation (wB97M-V/def2-TZVPD) of an isolated molecule of C6H12N2O2.

Positions of all 22 atoms, in Å:
C 0.7271 -2.5201 2.7923
C 1.1737 -1.8178 1.8489
C 1.7914 -0.7672 0.9911
N 1.3736 -0.7628 -0.3509
C -0.0244 -0.8168 -0.5000
C -0.8298 0.2986 0.2109
O -2.1243 0.2597 -0.1754
C -0.1958 1.6699 -0.1514
O -0.2502 1.7472 -1.6003
N -1.5694 1.8267 -2.1635
H 0.4204 -3.0583 3.6704
H 2.9159 -0.7794 0.9592
H 1.6841 0.1348 1.5762
H 1.7985 -1.6425 -0.8515
H -0.3151 -1.8340 -0.0853
H -0.2466 -0.8128 -1.5331
H -0.8346 0.1186 1.3136
H -2.3685 0.8672 -0.8640
H -0.7180 2.5272 0.2668
H 0.8714 1.7814 0.1037
H -1.5567 2.6222 -2.8137
H -1.7224 0.9583 -2.6440

Atomic forces in eV per Å
1.92 2.86 -3.62
-1.18 -2.77 4.45
2.03 -0.84 1.13
2.25 -1.00 -2.19
-1.50 -1.71 1.36
2.43 0.60 0.89
-2.44 -1.40 0.60
-0.60 -0.52 -0.77
0.50 0.40 -0.43
0.26 1.09 0.78
-0.05 0.02 -0.49
-0.86 -0.80 0.34
-0.78 0.78 -0.34
-0.97 2.39 1.30
-0.68 1.06 -0.37
-0.45 0.12 -1.15
0.35 0.21 -0.61
0.22 0.80 -0.39
-0.35 -0.07 0.20
-0.45 -0.34 -0.31
0.15 -0.64 0.29
0.23 -0.24 -0.66

The gap between HOMO and LUMO comes out at 9.88 eV. Its total charge is 0. Its multiplicity is 1. Its SMILES is C#CCNC[C@H](O)CON.

---

Record 2
The following is a DFT calculation (wB97M-V/def2-TZVPD) of a structure of composition C5H10O.

Positions of all 16 atoms, in Å:
C 2.1211 0.7867 -0.0288
C 0.9473 0.0159 -0.5295
C -0.0175 -0.5270 0.4612
C -1.0504 -0.1091 -0.7990
C -2.1303 -0.1463 0.3646
O -0.0482 0.8385 -1.1895
H 2.7146 1.1614 -0.8606
H 1.7833 1.6273 0.5858
H 2.7385 0.1237 0.5869
H 1.2245 -0.8180 -1.1905
H 0.0287 -1.5671 0.8091
H -0.0639 0.1108 1.3817
H -1.0108 -0.9493 -1.5106
H -1.9286 -0.6855 1.3443
H -2.3920 0.8602 0.6516
H -2.9165 -0.7222 -0.0765

Atomic forces in eV per Å
0.33 0.21 -0.10
1.20 0.10 -0.03
1.32 -0.30 -1.02
1.59 -2.69 5.10
-1.61 0.66 -1.05
-0.54 0.22 0.37
0.17 0.13 0.07
0.06 -0.10 -0.09
0.01 0.11 -0.10
0.27 0.29 -0.23
0.10 0.15 -0.48
-0.37 -0.17 -1.12
-0.75 0.32 0.25
0.24 0.55 -1.41
-0.66 0.30 -0.09
-1.36 0.22 -0.07

The gap between HOMO and LUMO comes out at 9.71 eV. Its total charge is 0. Its multiplicity is 1.

---

Record 3
The following is a DFT calculation (wB97M-V/def2-TZVPD) of an isolated molecule of C5H11F2N.

Positions of all 19 atoms, in Å:
C 0.7088 -1.6971 -0.4363
N 0.5954 -0.1934 -0.5647
C 1.8927 0.2234 -0.0270
C -0.5415 0.4365 0.4089
C -1.8314 -0.4174 0.5268
F -2.7257 -0.2221 -0.7471
C -0.8028 1.8042 -0.2870
F 0.3394 2.5563 -0.3649
H 1.3507 -2.1549 -1.2426
H 1.2965 -2.0967 0.5032
H -0.1873 -2.1174 -0.6925
H 2.0509 1.2502 -0.3340
H 2.8291 -0.6294 -0.4052
H 1.9040 0.1161 1.1767
H -0.1460 0.5519 1.4609
H -1.6413 -1.5573 0.6439
H -2.3758 0.1498 1.2559
H -1.5027 2.2745 0.4056
H -1.2130 1.7226 -1.2806

Atomic forces in eV per Å
3.02 0.54 0.09
-0.16 -1.91 2.60
2.21 -2.04 1.17
1.76 -1.39 -2.87
0.10 0.25 -2.95
2.13 -0.67 2.66
-0.79 -0.97 1.77
0.29 0.30 0.18
-0.25 1.18 0.39
-1.82 0.84 -1.12
-2.55 -1.38 0.25
0.75 -0.10 0.21
-2.81 3.05 0.88
0.18 0.35 -2.48
-0.22 -0.04 -1.00
-0.71 2.31 0.01
-0.81 -0.67 0.67
-0.18 0.70 -0.33
-0.15 -0.37 -0.13

The gap between HOMO and LUMO comes out at 10.22 eV. Its total charge is 0. Its multiplicity is 1. Its SMILES is CN(C)C(CF)CF.

---

Record 4
The following is a DFT calculation (wB97M-V/def2-TZVPD) of a structure of composition C47H61NO4S4W.

Positions of all 118 atoms, in Å:
W -0.0736 0.3041 -0.6489
C 2.7125 0.0991 -4.3945
O 1.9388 0.0240 -3.2131
C 2.7281 0.0273 -2.0663
C 3.1232 1.2345 -1.4628
C 2.4946 2.5622 -1.8431
C 1.2235 2.9902 -1.1003
C 1.1424 4.0699 -0.2234
C -0.0806 4.6453 0.1315
C -1.2434 4.2082 -0.5162
C -1.2367 3.1058 -1.3454
C -2.4689 2.5428 -2.0292
C -2.8690 1.1758 -1.5024
C -3.6881 1.0654 -0.3823
C -4.1005 -0.1640 0.1279
C -3.6259 -1.3130 -0.4945
C -2.8243 -1.2589 -1.6303
C -2.3180 -2.5408 -2.2544
C -1.1038 -3.0966 -1.5345
C -1.1080 -4.2262 -0.7397
C 0.0558 -4.6559 -0.0989
C 1.2668 -4.1207 -0.5401
C 1.3251 -3.0007 -1.3583
C 2.6068 -2.5121 -2.0162
C 3.1525 -1.1910 -1.5244
C 4.0745 -1.1859 -0.4868
C 4.5979 -0.0080 0.0267
C 4.0888 1.1898 -0.4687
C 5.5820 0.0155 1.1807
C 6.0050 -1.3931 1.6069
C 4.8873 0.7006 2.3660
C 6.8385 0.8073 0.7988
C 0.0992 -2.3680 -1.6373
O 0.0284 -1.0732 -1.8969
C -0.0714 -5.5793 1.1019
C -0.8228 -6.8689 0.7519
C -0.8668 -4.8087 2.1744
C 1.2857 -5.9389 1.7046
C -2.4898 -0.0055 -2.1711
O -1.9072 0.0603 -3.4286
C -2.8768 -0.0184 -4.4592
C -5.0542 -0.2168 1.3070
C -5.3857 -1.6501 1.7337
C -4.4293 0.5070 2.5059
C -6.3581 0.4708 0.8749
C -0.0044 2.4326 -1.5456
O 0.0184 1.3070 -2.2397
C -0.2131 5.7567 1.1647
C -1.2569 5.3476 2.2165
C 1.1020 6.0336 1.8982
C -0.6757 7.0499 0.4730
H 3.2873 1.0323 -4.4458
H 2.0070 0.0534 -5.2230
H 3.4195 -0.7372 -4.4680
H 2.2075 2.5107 -2.8995
H 3.2390 3.3525 -1.7189
H 2.0619 4.4623 0.1808
H -2.1829 4.7022 -0.3226
H -2.2338 2.4515 -3.0938
H -3.3008 3.2370 -1.8928
H -4.0184 1.9759 0.0928
H -3.8943 -2.2897 -0.1214
H -2.0042 -2.3380 -3.2808
H -3.1122 -3.2900 -2.2684
H -2.0367 -4.7455 -0.5682
H 2.1990 -4.5560 -0.2228
H 2.3892 -2.4233 -3.0844
H 3.3711 -3.2793 -1.8755
H 4.3550 -2.1389 -0.0715
H 4.4109 2.1273 -0.0438
H 5.1496 -1.9593 1.9675
H 6.7281 -1.3281 2.4172
H 6.4734 -1.9351 0.7867
H 3.8968 0.2855 2.5279
H 4.7657 1.7640 2.1888
H 5.4761 0.5705 3.2682
H 7.3714 0.3261 -0.0188
H 7.5021 0.8668 1.6582
H 6.5815 1.8175 0.4960
H -1.8366 -6.6646 0.4160
H -0.8866 -7.4999 1.6365
H -0.3066 -7.4195 -0.0321
H -1.8450 -4.5089 1.8058
H -0.3263 -3.9171 2.4862
H -1.0142 -5.4331 3.0530
H 1.9007 -6.4905 0.9978
H 1.1377 -6.5605 2.5849
H 1.8091 -5.0379 2.0151
H -3.4660 -0.9412 -4.3919
H -2.3254 -0.0038 -5.3972
H -3.5706 0.8313 -4.4215
H -4.4978 -2.1630 2.0985
H -5.8279 -2.2154 0.9150
H -6.1072 -1.6193 2.5466
H -3.5308 -0.0112 2.8353
H -5.1315 0.5317 3.3362
H -4.1478 1.5271 2.2627
H -6.7573 -0.0130 -0.0156
H -6.1992 1.5217 0.6495
H -7.0962 0.3981 1.6698
H -0.9591 4.4181 2.6949
H -2.2412 5.2070 1.7800
H -1.3358 6.1170 2.9818
H 1.4617 5.1286 2.3834
H 0.9285 6.7810 2.6713
H 1.8632 6.4182 1.2204
H -1.6441 6.9232 -0.0044
H 0.0400 7.3596 -0.2858
H -0.7626 7.8454 1.2109
S -0.8157 -0.2974 3.4657
C -0.4915 1.1876 2.7692
S -1.2432 1.5037 1.1126
S 1.5785 0.0357 0.7896
S 0.3300 2.4224 3.4444
N -0.9154 -1.4078 0.7174
H -1.8829 -1.7302 0.6060
H -0.8907 -1.0289 1.7542
H -0.3329 -2.2516 0.7836

Atomic forces in eV per Å
0.68 -0.81 7.53
0.15 -0.01 -0.11
0.74 -0.04 0.33
0.61 -0.07 -0.48
0.20 -0.09 -0.52
-0.02 -0.17 0.10
-0.55 0.12 -0.49
-0.02 -0.24 -0.02
0.09 -0.15 0.05
-0.03 -0.51 -0.46
0.31 0.27 -0.16
0.20 -0.05 0.05
-0.41 -0.10 -0.36
-0.10 -0.26 -0.27
0.07 0.02 -0.16
-0.06 0.29 -0.47
-0.21 0.08 -0.09
0.19 0.14 0.07
0.47 0.30 -0.27
0.25 0.08 -0.21
-0.02 -0.06 -0.05
-0.22 -0.03 0.05
-0.51 0.43 -0.34
-0.11 0.21 0.08
0.04 0.16 -0.38
-0.08 0.19 -0.14
-0.06 0.00 -0.08
-0.15 -0.08 -0.22
0.14 -0.05 0.14
-0.07 0.21 -0.07
0.08 -0.09 -0.09
-0.20 -0.14 0.03
-0.13 -1.91 0.49
0.31 -0.88 -1.57
-0.04 -0.17 0.10
0.11 0.14 0.04
0.12 -0.20 -0.07
-0.21 0.05 -0.12
-0.42 0.01 -0.26
-0.28 -0.07 0.49
-0.20 0.01 -0.09
-0.14 0.09 0.15
0.06 0.28 -0.12
-0.08 -0.14 -0.10
0.12 -0.13 0.07
0.06 2.73 0.88
0.41 -0.51 -1.95
0.01 0.25 0.14
0.08 -0.05 -0.08
-0.17 -0.09 -0.13
0.12 -0.19 0.03
-0.06 -0.04 0.00
0.06 0.03 -0.02
-0.06 0.04 0.00
0.09 0.13 0.11
-0.09 -0.04 -0.01
0.10 0.10 0.07
-0.12 0.07 0.03
-0.16 0.06 0.06
0.07 -0.03 -0.06
-0.01 0.13 0.09
-0.07 -0.14 0.08
-0.18 -0.06 0.04
0.04 0.02 0.02
-0.25 -0.05 0.06
0.21 -0.10 0.12
0.12 -0.12 0.06
-0.05 0.01 -0.07
0.14 -0.16 0.06
0.06 0.17 0.13
-0.07 -0.14 0.06
0.05 0.03 0.09
0.01 -0.08 -0.07
-0.11 -0.11 0.12
-0.03 0.21 -0.02
0.10 0.02 0.21
0.06 -0.04 -0.10
0.13 0.04 0.09
0.03 0.17 -0.06
-0.10 -0.01 -0.05
-0.04 -0.11 0.06
0.05 -0.06 -0.07
-0.12 0.04 -0.04
0.04 0.14 0.05
-0.02 -0.08 0.14
0.14 -0.07 -0.07
0.01 -0.07 0.08
0.17 0.06 0.03
0.07 0.05 -0.02
-0.05 0.01 -0.01
0.08 -0.05 -0.02
0.09 -0.13 0.01
-0.04 -0.12 -0.04
-0.06 -0.01 0.09
0.11 0.02 0.04
-0.13 0.01 0.10
0.02 0.16 -0.01
-0.10 -0.01 -0.07
0.00 0.14 -0.02
-0.12 0.03 0.11
-0.04 -0.01 0.01
-0.17 0.01 -0.08
0.00 0.16 0.05
0.10 -0.08 0.03
0.01 0.06 0.01
0.11 0.02 -0.01
-0.12 0.00 -0.06
0.08 0.07 -0.10
-0.02 0.08 0.06
0.00 -0.24 0.75
-0.31 -0.29 -0.38
0.59 -0.09 0.30
-2.34 0.58 -1.88
0.41 0.36 0.10
0.28 0.26 0.67
0.54 0.28 -0.19
-0.11 -0.31 -1.18
-0.12 0.33 -0.32

The gap between HOMO and LUMO comes out at 5.78 eV. Its total charge is 0. Its multiplicity is 1.